{"formula": "C12H18AgI3O9", "method": "the ωB97M-V functional and the def2-TZVPD basis", "species": ["Ag", "I", "I", "I", "C", "C", "C", "O", "C", "O", "O", "H", "H", "H", "H", "H", "H", "C", "C", "C", "O", "C", "O", "O", "H", "H", "H", "H", "H", "H", "C", "C", "C", "O", "C", "O", "O", "H", "H", "H", "H", "H", "H"], "xyz": [[-20.8900, 13.7729, -1.6046], [-19.6161, 11.5312, -2.8915], [-22.2289, 12.4410, 0.6463], [-23.0049, 15.2501, -3.0098], [-16.2535, 16.9350, 1.1782], [-16.2137, 15.4294, 0.9149], [-16.5302, 14.5132, 2.0956], [-17.7099, 13.7980, 1.6594], [-18.0811, 14.1934, 0.4222], [-19.0585, 13.8359, -0.1303], [-17.1593, 15.0408, -0.0973], [-16.3285, 17.1213, 2.2467], [-17.0742, 17.3606, 0.6001], [-15.3548, 17.4167, 0.7912], [-15.2580, 15.1182, 0.4870], [-16.8141, 14.9799, 3.0364], [-15.7451, 13.7757, 2.2500], [-16.9299, 18.8119, -3.7862], [-18.2750, 18.2185, -4.1141], [-18.2562, 17.2740, -5.3261], [-18.3607, 15.9831, -4.7379], [-18.8708, 16.1101, -3.4879], [-19.3398, 15.2307, -2.8600], [-18.7868, 17.4067, -3.0750], [-16.9427, 19.2896, -2.8028], [-16.6744, 19.5878, -4.5094], [-16.1272, 18.0716, -3.7629], [-18.9805, 19.0292, -4.3105], [-17.3876, 17.3834, -5.9732], [-19.1336, 17.3939, -5.9699], [-21.1945, 19.0331, 3.2121], [-21.3741, 18.8454, 1.7167], [-20.0759, 19.1508, 0.9244], [-19.9089, 18.0647, 0.0731], [-20.7919, 17.0698, 0.4055], [-20.8246, 16.0194, -0.1085], [-21.6362, 17.4929, 1.3733], [-22.0569, 18.6843, 3.7790], [-21.1590, 20.1120, 3.4003], [-20.2722, 18.5662, 3.5516], [-22.2007, 19.4723, 1.3787], [-19.2292, 19.2741, 1.6030], [-20.2079, 20.0866, 0.3799]], "gap_ev": [6.06, 4.47], "e_lumo_ev": [1.99, 0.70], "s_squared": 0.76, "spin_multiplicity": 2, "de_lowest_kcal_mol": 0.0, "charge": -1}